A cluster of 9 separate species, C21H64N4O9 in total in a non-equilibrium geometry, computed with wB97M-V/def2-TZVPD.

Cartesian coordinates (Å):
C  16.989  -23.297  30.629
O  17.732  -23.314  29.440
C  18.418  -24.531  29.285
C  19.132  -24.600  27.956
C  18.158  -24.493  26.771
N  19.901  -25.838  27.898
H  17.612  -23.533  31.500
H  16.114  -23.952  30.582
H  16.667  -22.269  30.798
H  19.103  -24.712  30.123
H  17.697  -25.367  29.339
H  19.781  -23.723  27.861
H  17.417  -25.292  26.820
H  18.749  -24.581  25.854
H  17.674  -23.518  26.699
H  20.704  -25.811  27.286
H  19.306  -26.588  27.548
C  18.660  -31.503  22.436
O  19.833  -30.927  22.956
C  19.669  -30.583  24.306
C  20.785  -29.644  24.695
C  22.180  -30.222  24.509
N  20.594  -29.230  26.099
H  18.762  -31.647  21.364
H  17.790  -30.866  22.635
H  18.472  -32.471  22.921
H  18.697  -30.092  24.447
H  19.696  -31.512  24.889
H  20.718  -28.754  24.045
H  22.342  -30.551  23.481
H  22.468  -30.977  25.238
H  22.897  -29.401  24.644
H  21.205  -28.463  26.356
H  19.635  -28.865  26.168
C  16.370  -27.455  31.807
O  15.629  -28.624  31.858
C  16.443  -29.763  31.616
C  15.569  -30.966  31.426
C  14.687  -31.209  32.644
N  16.449  -32.119  31.138
H  16.589  -27.156  30.770
H  17.321  -27.529  32.339
H  15.792  -26.615  32.196
H  16.948  -29.560  30.660
H  17.195  -29.826  32.412
H  14.920  -30.728  30.580
H  13.992  -32.043  32.517
H  14.159  -30.302  32.943
H  15.283  -31.506  33.518
H  15.889  -32.954  31.311
H  17.160  -32.165  31.866
C  13.241  -28.142  28.426
O  13.227  -26.850  28.986
C  14.272  -26.050  28.484
C  13.923  -24.578  28.600
C  12.518  -24.258  28.105
N  14.912  -23.795  27.861
H  14.208  -28.649  28.531
H  12.987  -28.132  27.355
H  12.473  -28.736  28.920
H  15.169  -26.272  29.076
H  14.446  -26.210  27.411
H  13.925  -24.286  29.662
H  12.459  -24.209  27.017
H  12.235  -23.279  28.500
H  11.806  -24.980  28.499
H  15.841  -23.873  28.275
H  14.703  -22.803  27.896
C  21.579  -27.224  30.673
O  20.177  -27.249  30.429
H  22.055  -27.962  30.014
H  22.050  -26.252  30.499
H  21.752  -27.519  31.705
H  20.059  -26.927  29.507
C  17.359  -26.439  23.436
O  16.374  -26.869  24.407
H  16.994  -26.605  22.422
H  17.546  -25.381  23.611
H  18.258  -27.035  23.571
H  15.641  -26.245  24.365
C  17.182  -28.135  27.638
O  17.875  -28.189  26.391
H  16.462  -28.946  27.759
H  17.995  -28.171  28.364
H  16.670  -27.179  27.764
H  17.307  -27.747  25.734
C  15.258  -29.925  24.992
O  15.780  -29.551  23.729
H  16.012  -30.461  25.583
H  14.859  -29.071  25.546
H  14.448  -30.650  24.870
H  16.107  -28.638  23.810
C  18.024  -31.809  27.978
O  16.759  -32.352  28.266
H  18.086  -31.369  26.982
H  18.328  -31.027  28.684
H  18.798  -32.586  28.033
H  16.592  -32.340  29.232

As for the relative energy (zero: lowest compared OMol25 entry of this formula, charge and spin): 0.00 kJ/mol. As for the SMILES: COC[C@H](C)N.COC[C@H](C)N.COC[C@H](C)N.COC[C@H](C)N.CO.CO.CO.CO.CO. As for the HOMO-LUMO gap: 9.24 eV.

Now the Mulliken charges, all in e: -0.5052 -0.4703 -0.0162 0.1233 -1.2872 -0.4261 0.3525 0.0596 0.2135 0.5006 -0.1517 0.4879 0.1422 0.3889 0.4112 0.2653 -0.0165 -0.5428 -0.4047 -0.1011 0.8190 -1.5623 -0.5470 0.2980 0.1588 0.2787 -0.1051 0.2974 -0.0356 0.3383 0.3320 0.4126 0.3107 -0.0100 -0.6593 -0.3744 -0.5692 0.7247 -1.5860 -0.6280 0.0586 0.3362 0.3136 0.1761 0.3983 0.0033 0.4305 0.3712 0.3285 0.2627 0.2692 -0.5051 -0.5030 0.7924 0.5828 -1.6229 -0.5428 0.0166 0.3055 0.3596 -0.5516 0.1421 0.2319 0.3265 0.4555 0.3366 -0.0329 0.2799 -0.7776 -0.3385 0.2825 0.2715 0.2337 0.2579 -0.5208 -0.5613 0.3280 0.2774 0.1258 0.2278 -0.5565 0.7787 0.5037 0.0473 -0.1463 -0.3886 -0.2188 -0.6052 0.0226 0.0049 0.3851 0.4529 -0.1309 -0.5803 -0.2196 0.1414 0.3845 0.3826



A structure of composition C21H66F6N19O23S2Zn in a non-equilibrium geometry, computed with wB97M-V/def2-TZVPD.

Cartesian coordinates (Å):
Zn  0.239  -3.093  0.367
C  1.381  0.766  0.975
F  1.253  2.114  1.180
F  2.530  0.464  0.381
F  1.291  0.212  2.147
S  -0.063  0.115  -0.212
O  -1.052  1.193  -0.357
O  0.505  -0.125  -1.523
N  -0.444  -1.335  0.700
S  -1.559  -0.731  1.769
O  -1.871  -1.673  2.789
O  -1.400  0.598  2.297
C  -3.249  -0.742  0.675
F  -3.699  0.451  0.397
F  -2.925  -1.260  -0.539
F  -4.194  -1.447  1.293
C  -1.122  -2.970  -2.554
O  -0.271  -3.299  -1.721
N  -0.770  -2.189  -3.571
N  -2.354  -3.345  -2.735
H  0.205  -2.035  -3.785
H  -1.470  -1.664  -4.075
H  -2.727  -3.990  -2.053
H  -2.543  -3.343  -3.727
C  -2.342  -4.879  0.809
O  -1.578  -4.014  0.648
N  -3.576  -4.657  1.130
N  -2.056  -6.136  0.644
H  -3.919  -5.578  1.364
H  -3.904  -3.726  1.344
H  -1.094  -6.257  0.360
H  -2.865  -6.726  0.512
C  -3.003  1.010  -3.575
O  -4.172  0.805  -3.465
N  -2.396  2.092  -3.361
N  -2.414  0.447  -4.554
H  -2.614  2.537  -2.481
H  -1.401  2.075  -3.538
H  -1.502  0.847  -4.721
H  -2.821  -0.276  -5.130
C  -5.632  -2.628  -2.264
O  -5.698  -3.791  -1.846
N  -6.600  -2.165  -2.979
N  -4.645  -1.849  -2.312
H  -6.653  -1.157  -3.017
H  -7.364  -2.770  -3.241
H  -4.646  -0.952  -2.776
H  -3.767  -2.216  -1.973
C  2.929  -2.299  -1.172
O  2.121  -2.482  -0.345
N  3.998  -1.658  -1.156
N  2.874  -2.992  -2.209
H  4.530  -1.685  -2.014
H  3.906  -0.865  -0.537
H  3.482  -2.683  -2.954
H  2.275  -3.795  -2.340
C  1.366  -3.052  3.312
O  0.956  -3.304  2.205
N  1.372  -1.855  3.875
N  1.870  -3.936  4.059
H  0.823  -1.121  3.450
H  1.463  -1.776  4.878
H  2.387  -3.745  4.905
H  1.885  -4.904  3.769
C  1.854  -0.283  -5.390
O  0.986  -0.955  -5.920
N  2.106  0.080  -4.234
N  2.756  0.272  -6.073
H  1.500  -0.282  -3.512
H  3.027  0.495  -4.213
H  3.448  0.882  -5.662
H  2.491  0.240  -7.047
C  1.669  5.283  4.371
O  2.862  5.361  4.064
N  0.897  4.546  3.704
N  1.104  5.808  5.439
H  1.246  4.073  2.883
H  -0.055  4.407  4.011
H  0.118  5.658  5.602
H  1.598  6.477  6.012
C  0.810  3.623  -3.339
O  0.099  3.076  -4.134
N  1.230  4.847  -3.320
N  1.423  2.935  -2.405
H  1.580  5.251  -2.463
H  1.166  5.415  -4.152
H  2.109  3.508  -1.934
H  1.419  1.925  -2.426
C  4.286  2.393  -1.355
C  4.984  2.032  -2.658
O  4.238  1.966  -3.870
O  3.925  3.806  -1.400
H  4.997  2.253  -0.541
H  3.557  1.596  -1.493
H  5.574  1.125  -2.528
H  5.782  2.742  -2.870
H  4.124  2.898  -4.071
H  3.950  4.178  -0.515
C  -2.238  4.555  -0.110
C  -2.920  5.127  -1.397
O  -4.176  4.468  -1.787
O  -2.487  5.227  1.073
H  -1.162  4.726  -0.103
H  -2.467  3.490  -0.064
H  -2.295  5.119  -2.290
H  -3.095  6.188  -1.217
H  -4.112  4.415  -2.743
H  -1.910  5.012  1.810
C  3.760  2.285  3.939
C  3.285  2.561  5.387
O  4.015  3.577  5.966
O  4.997  1.650  3.928
H  3.751  3.244  3.422
H  3.074  1.553  3.512
H  3.358  1.699  6.051
H  2.237  2.839  5.280
H  3.930  4.275  5.313
H  5.635  2.316  4.195
C  -7.902  -3.233  2.233
C  -6.702  -2.373  2.657
O  -6.804  -1.102  2.147
O  -7.870  -4.442  3.007
H  -7.810  -3.508  1.183
H  -8.873  -2.738  2.278
H  -5.828  -2.915  2.296
H  -6.401  -2.275  3.701
H  -6.853  -1.209  1.194
H  -8.202  -5.103  2.396
C  4.865  -3.191  2.667
C  5.116  -1.646  2.421
O  5.749  -0.883  3.365
O  6.086  -3.747  2.427
H  4.113  -3.640  2.019
H  4.584  -3.464  3.684
H  4.170  -1.135  2.244
H  5.584  -1.638  1.436
H  5.436  0.021  3.289
H  6.234  -4.291  3.204

As for the relative energy (zero: lowest compared OMol25 entry of this formula, charge and spin): 1069.62 kJ/mol. As for the charge: +1. As for the HOMO-LUMO gap: 7.54 eV.

Atomic partial charges in e from the Mulliken method, atoms 1 to 99: 1.8920 -0.2903 -0.1920 0.0303 -0.1803 -0.4052 -0.1013 0.4837 0.7459 0.6360 -0.6870 -0.5341 0.0897 -0.2283 0.3161 -0.0118 0.5380 -0.5877 0.0043 -0.2739 -0.1471 -0.0224 0.0753 0.1632 0.4771 -0.4592 -0.1696 -0.5307 0.1442 -0.0593 0.1971 0.1974 0.6964 -0.8403 -0.0493 -0.2852 0.0605 0.0003 0.0312 0.3156 0.7153 -0.7520 -0.4179 0.1404 0.1676 0.2360 0.3076 -0.2590 0.5407 -0.8081 -0.2556 -0.3331 0.1954 0.0769 0.1181 0.2049 0.3484 -0.3264 -0.1403 -0.3040 0.1437 0.2086 0.1844 0.2757 0.7143 -0.7463 0.4296 -0.3807 -0.5920 0.1169 0.1550 0.2561 0.8304 -0.8134 -0.1409 -0.4008 0.0540 0.1204 0.1423 0.2403 0.5775 -0.7742 -0.4073 0.9637 0.1183 0.2526 -0.0863 -0.6667 0.5605 -1.1986 -0.6066 -0.6232 0.5603 -0.3891 0.3794 0.5031 0.2676 0.2944 0.4926